Record 1
DFT (ωB97M-V/def2-TZVPD) results for a cluster of 4 separate species, C2H13N2O4 in total at a distorted geometry.

XYZ file:
```
21
Properties=species:S:1:pos:R:3:forces:R:3:nbo_charge:R:1
N 0.394350 -0.015579 -0.672336 -0.4 -0.4 1.7 -0.71
C -0.172767 0.311606 0.684382 1.7 -0.3 0.0 -0.33
C -0.631365 -1.007519 1.294386 -1.3 0.4 -0.3 0.65
N -1.219586 -0.939020 2.503541 -0.2 -0.2 0.1 -0.80
O -0.463571 -2.039481 0.677830 0.2 -0.1 0.0 -0.61
H 0.725261 0.865565 -1.089541 -0.3 -0.4 -0.3 0.46
H 1.139377 -0.705662 -0.472868 0.2 0.5 -0.6 0.48
H -0.354933 -0.511935 -1.161273 -0.1 0.3 -1.0 0.47
H -0.807465 1.182209 0.597539 -0.5 -0.2 0.2 0.26
H 0.690407 0.568697 1.308889 -0.1 0.5 -0.1 0.23
H -1.594077 -0.087285 2.889500 0.2 0.1 -0.1 0.41
H -1.669051 -1.786510 2.817648 0.2 -0.1 0.1 0.42
H -2.305908 -1.157021 -3.011345 0.0 -0.1 0.0 0.50
H -2.243330 -1.712797 -1.564746 0.0 0.0 -0.3 0.49
O -1.953459 -0.984182 -2.132493 0.1 -0.1 0.5 -0.98
H -0.479661 3.220553 -1.352638 0.0 -0.1 -0.1 0.50
H 1.013800 3.447026 -1.134952 -0.3 -0.4 0.0 0.50
O 0.330460 2.752199 -1.112539 0.4 0.6 0.0 -0.98
H 3.527031 0.024368 -0.206774 0.1 -0.2 -0.1 0.49
H 3.063801 -0.687037 1.054573 0.1 -0.3 -0.4 0.49
O 3.010694 -0.738191 0.083209 -0.1 0.4 0.7 -0.95
```
Positions in Å, forces in eV/Å.

As for the net charge: +1. The gap between HOMO and LUMO is 11.26 eV. The calculation puts the LUMO energy at -2.947 eV. The maximum force comes out at 1.761 eV/Å. The HOMO energy comes out at -0.52221 hartree. The value obtained for the total energy is -494.2845 a.u.

Record 2
DFT (ωB97M-V/def2-TZVPD) results for a structure of composition C13H8N3O2PdS.

XYZ file:
```
28
Properties=species:S:1:pos:R:3:forces:R:3:nbo_charge:R:1
Pd -0.000077 -0.753082 -0.000013 0.0 -0.4 0.0 0.81
O -1.430205 3.051303 -0.000032 0.0 0.1 0.0 -0.59
C -1.231428 1.845760 -0.000031 0.2 -0.2 0.0 0.55
N 0.000106 1.187835 -0.000008 0.0 0.9 0.0 -0.66
C 1.231531 1.845341 0.000023 -0.2 -0.2 0.0 0.55
O 1.430999 3.050628 0.000037 0.0 0.1 0.0 -0.59
C 2.323443 0.868238 0.000018 -0.2 -0.1 0.0 0.09
C 3.663517 1.270219 0.000021 0.1 0.0 0.0 -0.21
C 4.657995 0.326603 0.000002 -0.1 -0.1 0.0 -0.16
C 4.305021 -1.033769 -0.000004 0.1 -0.1 0.0 -0.30
C 2.975436 -1.370812 -0.000017 -0.1 0.0 0.0 0.06
N 1.994438 -0.456010 -0.000007 0.6 -0.1 0.0 -0.47
C -2.323191 0.869040 -0.000029 0.1 -0.1 0.0 0.09
C -3.663384 1.271140 -0.000024 -0.1 0.0 0.0 -0.21
C -4.657891 0.327691 0.000014 0.1 -0.1 0.0 -0.16
C -4.305050 -1.032925 0.000023 -0.1 -0.1 0.0 -0.30
C -2.975608 -1.370246 0.000007 0.1 0.0 0.0 0.06
N -1.994374 -0.455555 -0.000012 -0.6 -0.1 0.0 -0.47
H 3.867155 2.331885 0.000039 -0.1 0.0 0.0 0.25
H 5.700913 0.613497 0.000001 0.0 0.1 0.0 0.22
H 5.052280 -1.814059 -0.000008 0.0 0.0 0.0 0.22
H 2.662834 -2.405923 -0.000034 0.0 0.0 0.0 0.19
H -3.866953 2.332815 -0.000040 0.1 0.0 0.0 0.25
H -5.700769 0.614715 0.000021 0.0 0.1 0.0 0.22
H -5.052409 -1.813117 0.000042 0.0 0.0 0.0 0.22
H -2.663214 -2.405422 0.000012 0.0 0.0 0.0 0.19
S -0.000692 -4.213496 0.000004 0.0 1.0 0.0 0.31
C -0.000420 -2.682287 -0.000004 0.0 -0.7 0.0 -0.21
```
Positions in Å, forces in eV/Å.

The spin multiplicity is 2. The gap between HOMO and LUMO (spin up / spin down) is 2.79 / 6.98 eV. The calculation puts the LUMO energy (spin up / spin down) at -1.653 / -1.510 eV. The maximum force comes out at 0.988 eV/Å. The HOMO energy (spin up / spin down) comes out at -0.16314 / -0.31194 hartree. The value obtained for the total energy is -1340.9549 a.u.

Record 3
DFT (ωB97M-V/def2-TZVPD) results for a structure of composition C17H35FN4O11S at a distorted geometry.

XYZ file:
```
69
Properties=species:S:1:pos:R:3:forces:R:3:nbo_charge:R:1
C -4.165577 0.372261 2.653669 0.3 0.8 -0.8 -0.70
C -3.377401 1.645305 2.491489 0.6 0.9 0.6 0.67
O -3.548969 2.593757 3.241347 -0.1 -0.1 -0.2 -0.64
N -2.459489 1.661257 1.494392 -1.0 -0.9 -0.2 -0.62
C -1.795504 2.817168 0.994474 0.6 0.9 -0.8 -0.42
H -3.940970 0.040208 3.661795 -0.6 -0.4 0.0 0.24
H -3.921836 -0.344381 1.872526 0.1 -0.3 0.3 0.20
H -5.175213 0.735601 2.455108 -0.3 -0.5 0.7 0.24
H -2.469374 0.803996 0.967636 0.5 0.2 -0.3 0.40
H -1.613333 2.705723 -0.080227 0.4 -0.4 0.2 0.19
H -0.858437 3.015477 1.521590 0.0 0.0 -0.1 0.20
H -2.371022 3.746948 0.985156 -0.4 -0.3 0.7 0.22
C -2.910862 -1.323336 -2.987695 -0.5 0.8 -0.3 -0.72
C -1.620691 -0.568083 -2.809112 0.6 1.0 0.9 0.69
O -0.760851 -0.969848 -2.041831 0.3 -0.1 -0.6 -0.63
N -1.532647 0.633247 -3.484360 -0.8 -0.2 0.1 -0.63
C -0.421842 1.533411 -3.701772 0.1 0.4 -0.5 -0.42
H -2.654809 -2.366530 -2.842241 -0.5 -0.1 0.0 0.25
H -3.415918 -1.089275 -3.927265 0.5 -0.5 -0.3 0.22
H -3.672747 -0.959018 -2.290798 0.4 -0.3 0.6 0.23
H -2.423528 1.110713 -3.504302 0.0 -0.2 -0.6 0.38
H -0.574857 1.966543 -4.694577 0.0 0.1 0.1 0.21
H 0.555997 1.064444 -3.775680 -0.2 -0.4 0.4 0.22
H -0.391498 2.378296 -3.009918 0.1 -0.2 0.3 0.19
C 2.058017 8.945349 -1.277806 0.1 -1.0 0.7 -0.70
C 1.181624 7.697567 -1.163653 -0.1 0.0 -0.4 0.67
O -0.016848 7.756269 -0.971813 -0.1 0.0 -0.1 -0.63
N 1.842894 6.518439 -1.286375 1.3 -1.4 0.1 -0.62
C 1.305042 5.137477 -1.163482 -0.2 1.9 0.5 -0.42
H 2.410527 9.059070 -0.247724 0.0 0.6 -0.1 0.23
H 1.470370 9.792559 -1.605616 0.0 0.1 0.1 0.24
H 2.944029 8.792626 -1.890586 -0.1 0.0 -0.2 0.21
H 2.846343 6.478605 -1.212387 0.0 0.8 -0.2 0.39
H 0.616168 5.199187 -0.320211 -0.6 -0.6 -0.5 0.22
H 2.102673 4.463156 -0.864896 0.1 0.0 -0.2 0.21
H 0.898459 4.883592 -2.138141 -0.5 -0.5 0.3 0.20
C 2.018543 -4.401247 0.067101 1.0 -0.3 0.6 -0.70
C 2.237595 -5.817859 0.569086 -0.4 -0.6 -1.7 0.67
O 1.692518 -6.747693 -0.014575 0.0 0.0 0.6 -0.64
N 3.179510 -5.980320 1.512343 0.6 0.3 0.2 -0.61
C 3.852158 -7.183505 1.958943 0.4 -0.1 1.1 -0.42
H 2.393398 -3.700950 0.817366 -0.5 0.4 -0.1 0.20
H 1.002760 -4.251970 -0.274895 -0.1 0.2 0.3 0.25
H 2.689068 -4.303308 -0.790015 -0.1 0.0 -0.1 0.24
H 3.627914 -5.143197 1.841896 -0.1 0.1 0.0 0.39
H 3.448309 -7.496450 2.926091 -0.1 -0.1 -0.1 0.19
H 4.885858 -6.897694 2.165695 0.0 -0.1 -0.1 0.20
H 3.904514 -8.066211 1.329051 -0.6 0.4 -0.6 0.23
C -3.074995 -4.477033 2.189750 0.6 0.0 0.3 -0.13
C -2.274367 -4.837001 0.975311 0.3 0.5 -0.1 0.43
O -1.386804 -3.733704 0.895826 0.3 -0.7 0.0 -0.49
C -1.932206 -2.687602 1.532548 -0.8 0.8 -0.8 0.97
O -1.480860 -1.591113 1.480810 0.0 0.2 0.4 -0.58
O -3.121763 -3.042323 2.092149 0.6 -0.3 0.4 -0.48
F -3.049252 -4.819829 -0.144178 0.1 -0.4 -0.1 -0.33
H -2.407047 -4.764373 3.009854 -0.5 0.1 0.4 0.19
H -4.057848 -4.919350 2.277662 -0.1 0.1 -0.1 0.23
H -1.649709 -5.721759 1.076084 -0.3 -0.3 -0.4 0.19
C 1.672284 0.854637 -0.569810 -0.1 -0.3 -0.5 -0.10
C 1.665857 -0.477229 0.212463 -0.1 0.2 0.2 -0.13
O 2.097639 -0.058490 1.523596 1.8 0.2 0.1 -0.67
S 3.400532 0.879099 1.214742 -0.9 0.5 1.5 2.52
O 4.436779 0.074843 0.652969 -0.4 0.2 -0.3 -0.91
O 3.696534 1.740363 2.322569 -0.5 -0.9 -1.0 -0.88
O 2.603911 1.735979 0.123547 0.0 -0.4 0.0 -0.69
H 0.662715 1.255999 -0.612953 0.2 0.5 0.3 0.21
H 2.055213 0.783314 -1.583306 -0.1 -0.4 -0.1 0.20
H 2.360769 -1.179514 -0.248697 0.0 -0.1 0.3 0.20
H 0.712550 -0.952283 0.424266 -0.2 0.2 -0.6 0.25
```
Positions in Å, forces in eV/Å.

The gap between HOMO and LUMO is 9.57 eV. The calculation puts the LUMO energy at 0.262 eV. The maximum force comes out at 1.975 eV/Å. The HOMO energy comes out at -0.34213 hartree. The value obtained for the total energy is -2213.4853 a.u.

Record 4
DFT (ωB97M-V/def2-TZVPD) results for a structure of composition C20H15ClIrN3O4 at a distorted geometry.

XYZ file:
```
44
Properties=species:S:1:pos:R:3:forces:R:3:nbo_charge:R:1
Ir 1.434520 -0.857034 -0.743775 0.8 1.3 -18.4 1.26
O -1.505480 -2.304134 3.008525 -0.5 -0.5 -1.1 -0.70
C -2.165480 -2.818234 1.917425 0.2 0.4 1.1 0.43
C -3.367580 -3.472734 2.200225 -0.3 -0.2 -0.6 -0.30
C -4.129780 -4.009634 1.165825 0.4 0.3 0.2 -0.18
C -3.684480 -3.897434 -0.148875 0.5 0.3 -0.2 -0.27
C -2.477180 -3.245334 -0.429075 0.0 0.1 0.3 -0.15
C -1.687980 -2.684134 0.595225 0.1 -0.1 0.8 -0.22
C -0.391180 -1.921034 0.327825 -4.9 -3.1 4.5 0.56
O -0.239080 -1.709934 -0.896475 -0.1 -0.5 -1.4 -0.60
N 0.326820 -1.587234 1.371025 -1.1 -1.2 0.6 -0.47
N 1.367720 -0.733334 1.035425 -3.7 2.5 9.9 -0.36
C 2.489720 -1.340334 0.886125 2.4 -2.1 0.2 -0.06
C 3.554020 -0.576034 0.259225 3.1 0.9 2.0 0.18
C 4.788420 -0.409734 0.865225 0.5 0.5 -0.7 -0.21
C 5.698420 0.437366 0.236725 0.0 -0.1 0.0 -0.13
C 5.342420 1.056866 -0.961075 -0.3 -0.5 0.4 -0.24
C 4.082920 0.806666 -1.486475 -0.8 0.2 -0.9 0.07
N 3.178520 0.003966 -0.899175 3.4 0.6 2.2 -0.42
H -0.712280 -1.856534 2.619525 0.1 0.0 0.3 0.50
H -3.705080 -3.546034 3.228925 0.2 0.1 -0.1 0.22
H -5.069480 -4.505934 1.384525 0.1 0.0 0.0 0.21
H -4.272780 -4.303834 -0.965575 0.1 0.0 0.1 0.21
H -2.152180 -3.158334 -1.463475 0.0 0.0 0.2 0.22
H 2.666420 -2.393134 1.156125 -0.4 0.3 -0.1 0.24
H 5.011620 -0.876234 1.816025 -0.1 -0.1 -0.1 0.24
H 6.667620 0.631966 0.685325 -0.1 0.0 -0.1 0.23
H 6.023320 1.728966 -1.470375 -0.2 -0.1 0.0 0.24
H 3.751620 1.263466 -2.414175 0.1 0.0 0.1 0.23
Cl -2.842880 6.622866 -1.656875 -0.1 0.3 -0.1 0.01
C -2.244280 5.067166 -1.220675 0.3 -0.7 0.2 -0.02
C -2.889080 4.331866 -0.228975 0.3 -0.4 0.0 -0.24
C -2.401880 3.070566 0.123225 0.2 -0.2 -0.1 -0.15
C -1.268380 2.531266 -0.509475 0.4 0.5 -0.7 -0.16
C -0.635580 3.292966 -1.506975 -0.3 0.0 0.3 -0.12
C -1.119280 4.554766 -1.862375 0.1 -0.3 0.1 -0.27
C -0.741080 1.160866 -0.125175 -3.9 -1.5 4.4 0.77
O -1.369080 0.535266 0.785825 1.7 1.8 -2.7 -0.64
O 0.288120 0.743966 -0.743775 2.2 0.9 -1.4 -0.58
H -3.765780 4.724966 0.275025 0.1 0.0 -0.1 0.23
H -2.900980 2.489666 0.897925 0.2 0.1 -0.2 0.25
H 0.243720 2.885766 -2.004575 -0.2 0.1 0.1 0.22
H -0.612180 5.122166 -2.635775 -0.2 0.0 0.1 0.23
H 1.434520 -0.857034 -2.468075 -0.6 0.1 0.7 -0.25
```
Positions in Å, forces in eV/Å.

The gap between HOMO and LUMO (spin up / spin down) is 5.08 / 5.08 eV. The calculation puts the LUMO energy (spin up / spin down) at -2.622 / -2.627 eV. The maximum force comes out at 18.468 eV/Å. The HOMO energy (spin up / spin down) comes out at -0.28311 / -0.28312 hartree. The value obtained for the total energy is -1800.6475 a.u.